{
  "formula": "C26H78ClO13",
  "method": "ωB97M-V/def2-TZVPD",
  "orbital_gap_ev": 9.825,
  "charge": -1,
  "homo_energy_ev": -7.36,
  "total_energy_ev": -67365.83852,
  "symbols": ["Cl", "C", "C", "O", "H", "H", "H", "H", "H", "H", "C", "C", "O", "H", "H", "H", "H", "H", "H", "C", "C", "O", "H", "H", "H", "H", "H", "H", "C", "C", "O", "H", "H", "H", "H", "H", "H", "C", "C", "O", "H", "H", "H", "H", "H", "H", "C", "C", "O", "H", "H", "H", "H", "H", "H", "C", "C", "O", "H", "H", "H", "H", "H", "H", "C", "C", "O", "H", "H", "H", "H", "H", "H", "C", "C", "O", "H", "H", "H", "H", "H", "H", "C", "C", "O", "H", "H", "H", "H", "H", "H", "C", "C", "O", "H", "H", "H", "H", "H", "H", "C", "C", "O", "H", "H", "H", "H", "H", "H", "C", "C", "O", "H", "H", "H", "H", "H", "H"],
  "coordinates": [[0.0062, -0.4683, -0.4913], [4.7636, 1.8979, -0.6115], [4.7647, 2.7039, 0.7168], [5.3333, 1.9163, 1.7269], [5.6653, 1.6625, -1.1769], [4.1232, 2.3622, -1.3615], [4.2876, 0.9241, -0.4963], [3.7564, 2.8540, 1.1027], [5.2009, 3.7017, 0.6698], [5.0579, 1.0413, 1.4439], [-1.8121, 5.3165, 3.0658], [-2.3352, 3.8257, 3.1435], [-1.7838, 3.1182, 2.0251], [-1.6023, 5.7456, 4.0456], [-2.5605, 5.7881, 2.4290], [-0.8310, 5.4041, 2.5990], [-3.4173, 3.8530, 3.2719], [-1.8945, 3.4200, 4.0541], [-1.6769, 2.2019, 2.2909], [2.1828, 1.6435, -6.2566], [1.5022, 1.8409, -4.9090], [1.4728, 3.2083, -4.5504], [3.1358, 2.1342, -6.4538], [1.4354, 1.9614, -6.9836], [2.3709, 0.5955, -6.4899], [2.1192, 1.3442, -4.1602], [0.5148, 1.3815, -4.8628], [1.0157, 3.1297, -3.7099], [0.3649, 4.6193, -1.4584], [0.3070, 3.1159, -1.1406], [0.1619, 2.3905, -2.2304], [-0.6390, 4.8286, -1.8276], [1.0188, 5.0758, -2.2015], [0.3192, 5.2466, -0.5681], [-0.6182, 2.9573, -0.5865], [1.0915, 2.7576, -0.4740], [0.2459, 1.5256, -1.8223], [-0.3569, -4.0817, 4.7534], [-0.0718, -3.5233, 3.3394], [0.0201, -4.6250, 2.4379], [0.2172, -4.9922, 4.9253], [-1.4157, -4.3144, 4.6407], [-0.2018, -3.3324, 5.5297], [0.8425, -2.9470, 3.1976], [-0.8831, -2.8336, 3.1067], [-0.4237, -4.3142, 1.6455], [-3.0806, -0.6113, 2.6780], [-2.8049, -0.5799, 4.1531], [-2.1925, 0.5886, 4.5201], [-2.9849, 0.4152, 2.3241], [-4.0247, -1.1093, 2.4568], [-2.2923, -1.1346, 2.1369], [-2.2217, -1.4763, 4.3641], [-3.6887, -0.7269, 4.7739], [-1.2878, 0.5450, 4.2019], [-0.9854, -5.3965, -1.4941], [-0.8147, -3.9108, -1.4243], [-1.1611, -3.3952, -0.1060], [-1.9248, -5.6996, -1.0318], [-0.3020, -5.8460, -0.7737], [-0.9354, -5.9921, -2.4057], [-1.6008, -3.5104, -2.0645], [0.1638, -3.5222, -1.7063], [-0.9467, -2.4660, 0.0046], [-2.6789, -1.2767, -4.5199], [-1.7406, -0.1407, -4.2902], [-0.5727, -0.8123, -3.7743], [-2.3854, -1.7271, -5.4681], [-3.6756, -0.8689, -4.6883], [-2.7164, -2.1192, -3.8292], [-2.0883, 0.5977, -3.5677], [-1.5350, 0.4579, -5.1776], [-0.3995, -0.6404, -2.8458], [-4.2290, 2.4444, -2.3884], [-3.8127, 2.3224, -0.8993], [-3.5318, 3.6229, -0.4335], [-5.1364, 3.0431, -2.4673], [-4.3985, 1.4710, -2.8486], [-3.4365, 2.9004, -2.9817], [-2.9439, 1.6774, -0.7676], [-4.6076, 1.9198, -0.2715], [-2.7247, 3.5351, 0.0788], [-4.2371, -1.7309, -1.1936], [-4.5749, -3.2053, -1.2277], [-6.0031, -3.3004, -1.1566], [-4.6988, -1.3062, -2.0850], [-3.1545, -1.6041, -1.1909], [-4.6482, -1.2217, -0.3220], [-4.1138, -3.6664, -0.3543], [-4.2125, -3.6190, -2.1688], [-6.1026, -3.6838, -0.2822], [4.1327, -3.0157, -2.0792], [3.1922, -1.7973, -2.0271], [2.9773, -1.7546, -0.6395], [3.6385, -3.8986, -1.6738], [5.0304, -2.6624, -1.5719], [4.3833, -3.2331, -3.1175], [2.2103, -2.0725, -2.4123], [3.5263, -0.8306, -2.4038], [2.0422, -1.5665, -0.5312], [1.3252, 1.8187, 4.4742], [1.3100, 1.2247, 3.0427], [-0.0362, 0.6959, 2.7655], [0.4600, 2.3940, 4.8035], [2.0416, 2.6386, 4.4235], [1.4738, 1.1143, 5.2926], [2.0422, 0.4368, 2.8658], [1.4718, 1.8777, 2.1852], [-0.0034, 0.4121, 1.8490], [5.3671, -1.2455, 3.5590], [4.9817, -1.7926, 2.2036], [4.6809, -0.7030, 1.2978], [5.8546, -1.9870, 4.1920], [4.5067, -0.8822, 4.1210], [6.0148, -0.3692, 3.5312], [4.2732, -2.5953, 2.4081], [5.8042, -2.3918, 1.8131], [3.9690, -1.1169, 0.8044]],
  "atomic_forces_ev_per_a": [[0.0, 0.2, 0.0], [-1.1, 0.4, -0.6], [-0.4, -0.7, -0.5], [1.1, 0.3, 0.3], [0.6, 0.5, 0.7], [-0.1, 0.4, 0.0], [-0.1, 0.0, 0.5], [-0.7, 0.3, -0.9], [0.5, -0.2, -0.2], [0.2, -0.8, 0.6], [-0.4, -1.4, -0.5], [2.4, 1.4, 0.7], [-1.0, 0.5, 0.1], [-0.9, 0.2, 0.1], [0.3, 0.9, 0.4], [-0.1, -0.5, -0.4], [-0.1, -0.4, -0.6], [-0.2, -0.4, 0.1], [0.2, -0.3, 0.1], [-1.0, -0.3, -0.6], [1.8, -0.3, 0.1], [-0.2, 0.0, -0.6], [-0.2, 0.4, 0.5], [0.3, 0.3, -0.5], [-0.2, -0.2, 0.3], [0.0, -0.4, 0.3], [0.0, 0.0, -0.3], [-0.2, 0.5, 0.6], [-1.6, 0.3, 0.3], [-0.2, 3.6, 3.4], [0.4, -2.3, -3.3], [-0.2, 0.0, -0.5], [0.6, -0.7, 0.2], [0.7, -0.2, 0.3], [-0.1, 0.5, 0.9], [0.6, 0.1, -0.1], [-0.2, -1.4, -0.8], [0.0, 0.5, -1.4], [0.7, -0.3, 0.5], [-0.6, 0.3, 0.3], [0.0, 0.1, 0.1], [0.0, -0.4, 0.7], [0.0, -0.1, 0.0], [0.3, 0.1, 0.6], [-0.2, -0.1, -0.4], [-0.1, -0.1, -0.8], [0.1, -0.1, -0.6], [-0.6, -1.7, 0.0], [0.6, 1.1, 1.1], [-0.8, 0.0, -0.3], [-0.1, 0.3, -0.3], [0.0, -0.2, 0.0], [0.5, -0.1, 0.4], [-0.3, 0.4, -0.2], [0.4, 0.2, -0.4], [0.2, -1.3, 2.1], [-1.3, 1.5, -0.1], [0.0, -2.0, 0.2], [-0.5, 0.4, -0.2], [0.5, -0.2, -0.1], [0.3, 0.9, -0.4], [0.4, 0.5, -0.6], [0.0, -0.2, -0.2], [0.4, 0.6, -0.6], [-1.3, 0.1, -1.8], [0.9, -0.7, 2.2], [0.7, 0.5, -1.1], [0.0, -0.2, -0.2], [-0.4, -0.2, 0.0], [0.2, 0.6, 0.5], [-0.2, -0.1, 0.3], [0.3, -0.4, -0.3], [-0.2, 0.3, 0.4], [0.2, -0.5, 0.7], [-0.4, 0.1, -1.0], [0.4, 0.4, 0.1], [0.0, 0.0, 0.0], [-0.2, -0.2, 0.2], [0.1, 0.2, 0.2], [0.1, -0.2, -0.2], [-0.3, -0.3, -0.2], [0.1, 0.3, 0.5], [0.2, -0.1, -0.3], [0.0, 1.3, 0.3], [0.3, -0.8, 0.4], [0.2, 0.4, 0.0], [0.1, 0.3, -0.2], [0.0, -0.2, 0.1], [0.1, -0.5, -0.2], [0.0, -0.4, 0.1], [-0.8, 0.0, -0.1], [0.1, 1.3, -1.8], [-0.4, -2.1, 0.7], [-0.3, 0.8, 1.5], [0.2, 0.3, 0.3], [0.1, -0.7, 0.3], [0.3, -0.1, -0.1], [0.1, 0.3, -0.9], [0.3, -0.2, -0.3], [-0.6, 0.5, 0.5], [0.2, 0.8, -1.0], [-1.8, -0.5, -0.1], [0.9, 0.1, 0.8], [-0.7, -0.3, -0.7], [0.7, -0.4, 0.5], [0.6, -0.1, -0.4], [0.1, -0.2, 0.6], [0.3, 0.9, 0.6], [-0.3, -0.4, -0.6], [0.0, 0.6, 0.7], [1.7, 0.2, 0.8], [-0.4, -2.0, 1.3], [0.0, -0.2, -0.1], [-0.3, -0.1, -0.1], [0.3, -0.1, -0.4], [-1.2, 0.6, -0.7], [0.5, 0.3, -0.3], [-0.6, 0.4, -1.3]]
}